DFT (ωB97M-V with the def2-TZVPD basis set) results for a molecular structure, C12H19Cl3O3Ru at a distorted geometry.

Atoms and positions in Å:
1 C 1.5483 -0.7045 -1.2942
2 C 0.8763 0.4121 -1.8300
3 C -0.5185 0.2855 -1.5476
4 C 1.5010 1.4692 -2.6553
5 C -0.7107 -0.8662 -0.6801
6 C 0.5902 -1.6264 -0.7139
7 C 0.7488 -2.8951 -0.2602
8 C 2.9908 -0.9896 -1.3977
9 C -1.5824 0.9936 -2.2785
10 C -2.0002 -1.5575 -0.4925
11 Ru -0.2062 0.5034 0.8188
12 Cl -0.1797 3.6704 -0.6392
13 Cl 1.8849 1.7693 0.8475
14 Cl -2.3548 1.4917 0.8091
15 H 2.5225 1.6799 -2.3177
16 H 0.9244 2.3952 -2.5387
17 H 1.5451 1.1750 -3.7143
18 H -1.3544 2.0642 -2.3273
19 H -2.5454 0.8832 -1.7838
20 H -1.6569 0.5841 -3.2950
21 H -2.7843 -0.8236 -0.3000
22 H -1.9356 -2.2086 0.3807
23 H -2.2377 -2.1460 -1.3870
24 H -0.1228 -3.4385 0.1010
25 H 0.9046 -1.0284 2.5441
26 H 1.7422 -3.3375 -0.2878
27 H 3.5768 -0.0650 -1.3472
28 H 3.2445 -1.5093 -2.3326
29 H 3.3078 -1.6232 -0.5616
30 O 1.1820 -0.6955 1.6760
31 H 1.9175 -0.0323 1.7950
32 C -1.6932 1.4240 4.4309
33 O -0.7192 1.0449 3.4084
34 C -1.0614 0.0994 2.5040
35 O -1.7032 -0.9250 2.6760
36 H -1.1028 2.0989 5.0667
37 H -1.9847 0.5201 4.9960
38 H -2.5536 1.9082 3.9280

Summary:
Highest occupied orbital energy (spin up / spin down) in eV: 1.3 / -0.8
Charge: -2
2S+1: 5
E_LUMO (spin up / spin down) in eV: 5.3 / 5.3

***

DFT (ωB97M-V with the def2-TZVPD basis set) results for a molecular structure, C12H19ClIN4OSc at a distorted geometry.

Atoms and positions in Å:
1 C 1.9298 -0.9792 -2.7623
2 I -1.5838 2.6048 -2.7599
3 H 1.0376 -1.1533 -3.3898
4 H 2.5545 -1.8858 -2.7358
5 H 2.4921 -0.1789 -3.2603
6 C -1.1834 2.9890 2.2920
7 C -2.4137 2.5182 1.9656
8 N -2.2777 2.0250 0.6702
9 C -1.0001 2.1133 0.2534
10 N -0.3283 2.7289 1.2444
11 H -0.8998 3.5036 3.1901
12 H -3.3587 2.4855 2.4786
13 C 1.2566 -2.9224 1.3043
14 C 1.0680 -1.5169 -0.4337
15 N 1.5179 -1.6549 0.8641
16 H 0.1955 -4.5829 0.2938
17 N 0.4863 -2.7211 -0.7398
18 H 1.5641 -3.2870 2.2597
19 Sc -1.1153 0.7008 -1.1999
20 C 1.6618 -0.5679 -1.4224
21 O 2.1001 0.5448 -0.9893
22 C 0.6016 -3.5833 0.3227
23 C -0.3824 -2.9573 -1.8862
24 H -0.9535 -2.0512 -2.1498
25 H -1.1389 -3.7023 -1.6045
26 H 0.1654 -3.2932 -2.7732
27 C 2.2002 -0.6848 1.6950
28 H 2.9767 -1.1940 2.2825
29 H 1.4975 -0.2199 2.4007
30 H 2.6539 0.0925 1.0789
31 C 1.1075 2.9452 1.2092
32 H 1.3589 4.0042 1.3230
33 H 1.4928 2.5983 0.2488
34 H 1.6148 2.3918 2.0101
35 C -3.4293 1.6105 -0.1228
36 H -3.2273 0.8168 -0.8901
37 H -3.8801 2.4709 -0.6136
38 H -4.1715 1.1560 0.5470
39 Cl -2.1899 -1.1638 -0.2005

Summary:
Highest occupied orbital energy (spin up / spin down) in eV: 0.9 / 2.7
Charge: -2
2S+1: 1
E_LUMO (spin up / spin down) in eV: 4.7 / 4.7

***

DFT (ωB97M-V with the def2-TZVPD basis set) results for a molecular structure, C12H19ClNO6PS at a distorted geometry.

Atoms and positions in Å:
1 O -0.1899 2.1859 -2.6271
2 O 0.4734 -3.5149 2.1446
3 O 2.6583 -2.8982 1.4731
4 Cl 3.2991 -0.7573 -0.6521
5 O -1.0981 -0.1605 -3.1868
6 O -1.9565 1.9840 -4.4791
7 O -2.6222 1.5049 -1.9248
8 C -1.1446 -1.3436 -1.2410
9 C 0.9469 -0.4860 -1.9091
10 C -0.5901 -1.9047 -0.1269
11 C 1.5499 -1.0562 -0.7582
12 C -0.4665 -0.5962 -2.0851
13 C 0.6922 -1.6855 0.1877
14 N 1.5165 -1.1827 2.9384
15 C -1.3857 1.2620 -5.5355
16 C -3.0050 2.9260 -1.8973
17 C 2.2287 1.1742 2.3807
18 C -0.6950 -0.8590 4.0139
19 C 2.6205 -0.2275 2.9253
20 C 0.7423 -1.2719 4.1282
21 P -1.3972 1.4184 -3.0288
22 S 1.2903 -2.3657 1.7211
23 H -2.2116 -1.4577 -1.4128
24 H 1.5666 0.1007 -2.6301
25 H -1.2319 -2.4690 0.5667
26 H -2.0555 0.4295 -5.7197
27 H -0.3239 0.8945 -5.3539
28 H -1.4654 1.9528 -6.4454
29 H -3.8647 2.9626 -1.3422
30 H -3.3762 3.2037 -2.8813
31 H -2.3464 3.5733 -1.3452
32 H 1.8874 1.0015 1.3411
33 H 1.4513 1.6302 2.9177
34 H 3.0699 1.8042 2.2669
35 H -1.1022 -0.8845 5.0493
36 H -0.7056 0.2242 3.6659
37 H -1.2149 -1.5510 3.2822
38 H 3.4434 -0.6233 2.3053
39 H 2.9163 -0.0400 3.9349
40 H 0.8772 -2.3042 4.4955
41 H 1.2189 -0.5931 4.8438

Summary:
Highest occupied orbital energy in eV: -9.1
2S+1: 1
E_LUMO in eV: 0.3

***

DFT (ωB97M-V with the def2-TZVPD basis set) results for 2 unconnected molecules or ions with the total composition C12H19FOS at a distorted geometry.

Atoms and positions in Å:
1 C -2.4886 -0.3919 -1.7619
2 C -2.4874 -0.6826 -0.2863
3 C -2.2415 -2.1595 -0.1018
4 C -1.3771 0.2329 0.3658
5 C -0.1481 0.3278 -0.4704
6 C 0.7047 1.3556 -0.3182
7 S 2.2299 1.6059 -1.1869
8 O 2.4347 3.2496 -1.0220
9 C 0.4469 2.3070 0.7346
10 C -0.7813 2.5334 1.1862
11 C -1.8393 1.6952 0.5264
12 H -1.5313 -0.5353 -2.1761
13 H -2.6401 0.6219 -1.9070
14 H -3.1094 -1.0470 -2.2259
15 H -3.4718 -0.5204 0.0586
16 H -2.0465 -2.4498 0.8640
17 H -1.3741 -2.5325 -0.7656
18 H -3.2264 -2.6779 -0.3944
19 H -1.1574 -0.2789 1.4083
20 H 0.1443 -0.5037 -1.3260
21 H 2.2760 3.6190 -1.8108
22 H 1.2766 2.8685 1.0988
23 H -1.0153 3.2064 1.9476
24 H -2.8088 1.8710 1.1117
25 H -1.9316 2.1286 -0.4214
26 C 2.5492 -2.8290 0.2509
27 C 3.0396 -1.5956 0.2878
28 C 3.0855 -0.6695 1.4412
29 F 3.5369 -1.0834 -0.8172
30 H 2.6306 -3.4971 -0.6885
31 H 2.1717 -3.1317 1.1645
32 H 4.0454 -0.2694 1.5798
33 H 2.4715 0.1923 1.2122
34 H 2.6324 -0.9600 2.4419

Summary:
Highest occupied orbital energy in eV: -8.1
Structure (SMILES): CC(C)[C@H]1C=C(SO)C=CC1.C=C(C)F
2S+1: 1
E_LUMO in eV: 0.6

***

DFT (ωB97M-V with the def2-TZVPD basis set) results for a molecular structure, C12H19IN5O3Ru at a distorted geometry.

Atoms and positions in Å:
1 C -1.6224 1.2324 -2.0890
2 I -1.1411 -1.7292 -1.5865
3 H -2.1125 2.2018 -2.2752
4 H -2.3982 0.6081 -1.6266
5 H -1.3076 0.8249 -3.0595
6 C 3.7389 -1.5810 -1.1372
7 C 3.5816 -0.8331 -2.2492
8 N 2.3943 -0.1363 -2.1025
9 C 1.8524 -0.3772 -0.8763
10 N 2.6522 -1.3249 -0.3245
11 H 4.5056 -2.2749 -0.8510
12 H 4.1854 -0.7488 -3.1355
13 C -3.1213 -0.3635 2.8236
14 C -1.6317 0.2090 1.2288
15 N -2.0289 -0.7718 2.0798
16 H -4.1583 1.5798 2.7852
17 N -2.4607 1.2558 1.4967
18 H -3.5804 -0.9979 3.5570
19 Ru 0.0769 0.0592 0.0720
20 C -0.4176 1.4969 -1.1874
21 O 0.2400 2.5272 -1.1386
22 C -3.4027 0.8968 2.4460
23 C -2.4523 2.5781 0.9026
24 H -3.0421 3.2187 1.5658
25 H -2.9277 2.5698 -0.0874
26 H -1.4349 2.9772 0.8217
27 C -1.4047 -2.0641 2.2784
28 H -2.1802 -2.7603 2.6149
29 H -0.6309 -2.0059 3.0602
30 H -0.9692 -2.4233 1.3398
31 C 2.4087 -2.0832 0.8865
32 H 2.4710 -3.1553 0.6512
33 H 1.4101 -1.8628 1.2890
34 H 3.1741 -1.8454 1.6374
35 C 1.8525 0.6865 -3.1618
36 H 0.8487 0.3472 -3.4491
37 H 2.5263 0.5676 -4.0149
38 H 1.8245 1.7405 -2.8624
39 O 2.9771 1.8335 1.9417
40 N 2.1109 1.3430 1.2329
41 O 1.0840 0.7931 1.8330

Summary:
Highest occupied orbital energy (spin up / spin down) in eV: 2.6 / -3.3
Charge: -2
2S+1: 6
E_LUMO (spin up / spin down) in eV: 4.4 / 3.7